(1)
This record from OMol25 describes C32H47N5O2PS2Zn as an isolated structure at a distorted geometry. The level of theory is ωB97M-V/def2-TZVPD.

XYZ file:
```
90
C32H47N5O2PS2Zn, DFT ωB97M-V/def2-TZVPD
Zn 9.05 12.41 11.83
S 14.21 14.69 7.86
S 9.49 18.35 6.62
P 7.68 10.78 9.20
O 8.38 14.23 11.98
O 9.22 10.84 13.07
N 10.70 12.96 12.89
N 11.98 14.96 9.29
N 11.17 11.97 13.69
N 8.36 11.67 10.24
N 9.65 16.65 8.63
C 7.36 17.59 8.44
C 8.67 16.64 11.93
C 10.37 10.88 13.67
C 10.46 15.30 12.71
C 8.76 17.41 8.04
C 12.08 9.80 15.08
C 9.18 12.17 7.26
C 12.14 7.43 15.35
C 10.90 16.83 8.11
C 5.73 9.83 11.17
C 12.00 15.94 8.37
C 7.69 11.90 7.56
C 10.93 7.30 14.68
C 8.51 8.40 7.61
C 12.60 14.33 13.65
C 8.63 9.08 9.03
C 13.25 12.92 9.88
C 10.13 9.45 9.12
C 10.86 9.70 14.36
C 10.98 17.81 7.08
C 13.13 15.94 7.51
C 10.20 8.46 14.27
C 12.68 8.66 15.62
C 5.82 10.41 9.71
C 5.18 9.44 8.71
C 8.25 8.09 10.10
C 7.04 13.25 7.80
C 4.97 11.69 9.88
C 13.00 14.16 9.08
C 11.20 14.18 13.15
C 9.14 15.26 12.21
C 7.03 11.14 6.36
H 9.00 7.45 7.62
H 10.45 9.78 10.12
H 4.66 12.17 8.95
H 12.48 10.81 15.14
H 4.82 10.03 7.80
H 7.22 7.77 9.88
H 7.31 14.05 7.14
H 8.85 17.21 12.85
H 9.71 11.30 6.84
H 6.21 8.85 11.27
H 7.60 16.70 11.62
H 9.19 8.37 13.85
H 6.73 17.36 7.60
H 4.08 11.44 10.40
H 4.69 9.61 11.36
H 12.98 13.33 13.91
H 14.26 12.94 10.24
H 7.31 13.65 8.76
H 9.21 13.00 6.54
H 7.05 18.58 8.87
H 5.93 13.21 7.82
H 10.75 8.60 8.89
H 9.72 12.40 8.18
H 9.19 17.05 11.04
H 13.62 8.80 16.17
H 7.55 10.24 6.08
H 6.01 10.91 6.59
H 8.94 7.20 10.05
H 6.19 10.48 11.95
H 7.07 11.73 5.44
H 10.93 16.28 12.83
H 13.37 16.73 6.74
H 4.19 9.12 9.12
H 7.12 16.79 9.16
H 8.99 8.97 6.77
H 11.90 18.10 6.51
H 10.41 10.30 8.49
H 13.28 14.71 12.85
H 12.56 14.92 14.61
H 8.28 8.55 11.07
H 12.68 6.55 15.74
H 7.45 8.21 7.35
H 12.54 13.00 10.68
H 5.52 12.39 10.51
H 13.09 11.97 9.33
H 5.81 8.65 8.38
H 10.49 6.34 14.66
```

Computed properties:
Net charge ... -1
Frontier orbital gap ... 5.3 eV
LUMO ... 2.047 eV
Energy relative to the best compared isomer or geometry (same formula, charge and spin) ... 0.727 eV
E_HOMO ... -3.293 eV



(2)
This record from OMol25 describes a 9-piece molecular cluster, C32H47N7O2S2 overall at a distorted geometry. The level of theory is ωB97M-V/def2-TZVPD.

XYZ file:
```
90
C32H47N7O2S2, DFT ωB97M-V/def2-TZVPD
S 4.30 -3.74 10.93
S 5.86 -4.40 3.74
O 5.11 -2.44 11.08
O 5.47 -5.84 3.57
N 3.05 2.84 8.90
N 8.95 1.75 3.42
N 6.42 4.07 9.69
N 5.16 0.45 0.96
N 7.75 -0.81 6.11
N 6.75 2.17 6.21
N 10.47 -3.87 11.84
C 3.95 1.68 2.32
C 6.01 3.24 5.72
C 2.03 3.47 9.46
C 7.31 -4.34 2.61
C 9.24 -3.14 11.78
C 2.72 2.05 7.88
C 6.40 -0.84 5.68
C 7.71 -0.83 7.51
C 4.17 2.43 1.14
C 6.00 4.69 10.84
C 10.58 -4.37 10.59
C 5.59 -0.96 6.76
C 3.17 -3.69 12.36
C 6.29 2.71 9.73
C 5.68 2.43 10.94
C 3.09 -3.42 9.59
C 6.68 4.46 5.83
C 9.75 -0.37 3.26
C 8.15 1.00 2.52
C 1.37 2.14 7.73
C 0.90 2.85 8.80
C 8.70 -3.11 10.52
C 6.44 -0.84 7.92
C 5.57 3.63 11.71
C 8.84 -0.14 2.18
C 7.89 4.18 6.31
C 9.74 0.81 4.02
C 4.54 0.45 2.13
C 4.97 1.67 0.36
C 7.91 2.80 6.53
C 6.83 -4.35 5.38
C 9.57 -3.93 9.73
H 6.49 1.19 6.21
H 8.69 -0.83 1.36
H 8.54 -0.74 5.49
H 5.39 -0.34 0.38
H 10.38 1.10 4.83
H 6.64 2.06 8.94
H 6.22 -0.81 4.62
H 2.78 -2.68 12.54
H 6.12 5.74 11.03
H 7.63 -3.30 2.57
H 8.56 -0.85 8.17
H 5.52 1.90 -0.55
H 0.89 1.62 6.91
H 8.75 4.82 6.44
H 2.33 -4.20 9.54
H 8.18 -4.98 2.81
H 6.42 5.43 5.44
H 3.82 3.42 0.88
H 8.68 2.13 6.91
H 2.38 -4.43 12.25
H 3.37 2.07 3.14
H 7.23 1.36 2.07
H 4.52 -1.02 6.81
H 3.47 1.52 7.31
H 5.31 1.47 11.28
H 11.07 -4.13 12.60
H 7.01 -3.33 5.70
H 6.79 -4.58 1.69
H 3.66 -3.34 8.66
H 6.08 -4.70 6.10
H 6.66 4.59 8.86
H 6.11 -0.70 8.94
H 2.17 4.08 10.33
H 2.62 -2.46 9.83
H -0.15 3.07 8.90
H 7.76 -4.91 5.25
H 4.02 2.93 9.17
H 3.82 -4.00 13.18
H 4.51 -0.47 2.69
H 8.86 -2.57 12.61
H 8.75 2.67 3.78
H 10.40 -1.23 3.38
H 5.21 3.71 12.72
H 11.38 -5.07 10.36
H 5.02 3.04 5.32
H 7.79 -2.57 10.31
H 9.55 -4.23 8.69
```

Computed properties:
Net charge ... +1
Frontier orbital gap (spin up / spin down) ... 6.9 / 2.3 eV
LUMO (spin up / spin down) ... -2.677 / -7.290 eV
Spin multiplicity ... 2
E_HOMO (spin up / spin down) ... -9.559 / -9.559 eV



(3)
This record from OMol25 describes C32H48As3BiF4N4OS5 as an isolated structure. The level of theory is ωB97M-V/def2-TZVPD.

XYZ file:
```
98
C32H48As3BiF4N4OS5, DFT ωB97M-V/def2-TZVPD
Bi -1.23 0.15 -1.24
As -0.80 1.37 3.01
As 1.87 -0.14 1.31
As 0.78 -3.49 3.91
S -5.33 0.10 0.62
S -3.70 -2.04 1.82
S -3.72 0.14 -1.94
S 5.41 -4.29 -1.74
S -1.96 -2.34 -0.62
F 1.19 0.71 -7.69
F -1.45 -1.46 -3.52
F -1.15 -2.87 -5.75
F 0.95 2.13 -5.53
O -5.70 -0.85 3.05
N -1.65 2.93 -1.34
N -0.48 1.05 -3.18
N 4.99 -3.34 -4.16
N 1.04 -1.27 -1.90
C 0.52 0.15 -6.67
C 1.86 -0.84 5.60
C -0.80 -0.89 -4.56
C -1.90 3.53 -0.02
C 0.09 2.39 -3.03
C -3.06 2.90 0.72
C 2.37 -3.25 -1.74
C 1.24 -2.52 -1.45
C -1.01 -4.28 3.99
C -3.29 -1.54 0.19
C -0.23 3.01 -1.68
C -2.43 3.54 -2.43
C -2.43 0.88 3.98
C -3.90 3.82 -2.18
C 0.02 -1.12 -6.80
C 4.59 -3.45 -2.89
C -5.05 -0.91 2.05
C 0.38 0.90 -5.52
C 3.61 -0.76 0.63
C 3.34 -2.70 -2.56
C -4.02 -0.55 -0.35
C 0.99 -3.68 1.97
C 1.99 -0.74 -2.67
C 0.14 -1.61 3.95
C 2.35 1.77 1.28
C 1.20 -0.54 4.25
C 0.54 0.84 4.36
C -0.31 0.42 -4.38
C 2.31 -0.54 3.19
C -0.78 3.26 3.55
C 3.14 -1.41 -3.04
C -0.64 -1.63 -5.71
H -0.84 3.35 4.63
H -4.32 4.26 -3.08
H 1.81 0.28 -3.00
H -2.04 4.62 -0.13
H -1.68 -3.81 3.27
H 2.53 2.07 0.25
H -2.35 2.88 -3.30
H 3.10 0.16 3.49
H -0.36 -1.41 2.99
H 3.75 -0.42 -0.40
H -3.98 2.91 0.15
H -3.25 3.43 1.66
H -1.94 4.50 -2.71
H 0.14 3.74 3.20
H 1.93 -3.23 1.64
H -4.06 4.53 -1.37
H 1.32 1.62 4.35
H 0.12 4.06 -1.70
H 3.26 1.94 1.86
H -2.38 1.23 5.02
H 0.14 -1.69 -7.72
H 4.39 -2.93 -4.86
H -0.27 3.05 -3.81
H 1.19 2.38 -3.12
H 0.47 -2.93 -0.81
H 4.42 -0.36 1.25
H 2.54 -0.03 5.88
H 3.66 -1.85 0.64
H 2.51 -4.24 -1.33
H 1.10 -0.92 6.39
H -2.84 1.86 0.96
H 3.88 -0.91 -3.65
H 0.34 2.52 -0.88
H -0.99 3.40 0.57
H -0.95 -5.35 3.77
H -0.63 -1.58 4.72
H -2.57 -0.20 3.96
H 0.04 0.93 5.33
H 2.77 -1.53 3.17
H -1.62 3.79 3.10
H 5.82 -3.83 -4.45
H -4.45 2.90 -1.96
H -1.42 -4.16 4.99
H 1.03 -4.75 1.73
H -3.29 1.35 3.49
H 2.42 -1.77 5.58
H 0.16 -3.22 1.44
H 1.55 2.38 1.68
```

Computed properties:
Frontier orbital gap ... 6.7 eV
LUMO ... -0.670 eV
Energy relative to the best compared isomer or geometry (same formula, charge and spin) ... 0.651 eV
E_HOMO ... -7.420 eV